Here is one molecule with the formula C30H46IN3OS2 from the Open Molecules 2025 dataset. Energies are from wB97M-V/def2-TZVPD.

Each line ends with the Mulliken charge.
Atoms and positions in Å:
1 I -0.542422 -1.836388 -6.594269  0.107
2 S 2.779540 2.695405 -5.577259  -0.263
3 S -0.296176 3.211369 -1.759008  0.074
4 O 2.766523 6.083641 1.124302  -0.375
5 N -1.182261 1.859058 -1.292033  -0.434
6 N 0.490190 1.077406 -5.962234  -0.474
7 N 0.107315 2.706283 -3.300107  -0.639
8 C 1.154843 -3.486328 -1.911946  -1.102
9 C -1.181829 0.936315 -2.299259  0.602
10 C -0.379446 1.272282 3.541184  0.025
11 C 1.468995 -2.330220 -0.853126  0.644
12 C 0.832372 2.313551 3.374737  -0.104
13 C -2.185934 -2.669287 -3.730043  -1.315
14 C -3.531637 0.150675 -0.400803  -1.218
15 C 0.097015 -0.223620 3.707098  -0.445
16 C 3.077993 -2.591907 2.422555  -1.012
17 C -0.203061 0.652265 -4.764598  0.397
18 C 1.077729 4.799132 2.443671  -0.566
19 C -1.605851 -1.206963 -3.574270  0.296
20 C -2.921193 0.274628 1.055953  -0.031
21 C -3.316165 -0.920399 2.002123  -0.668
22 C 3.451577 -0.256777 1.180673  -0.924
23 C -2.410741 -1.057189 3.299420  -0.886
24 C 2.176312 4.787900 1.302684  0.085
25 C -0.969064 -3.678260 -3.471214  -0.791
26 C 2.251365 6.755570 -0.027191  -0.553
27 C -0.385075 1.455352 -3.518264  0.796
28 C 3.139506 -1.809722 1.053772  0.714
29 C -1.825363 -0.423291 -2.346655  0.279
30 C -0.442437 -3.613792 -1.981231  2.799
31 C 2.899207 -2.445840 -0.207834  -1.086
32 C -0.969725 -4.850967 -1.102002  -1.325
33 C 0.291165 3.429161 2.356266  -0.175
34 C -0.812738 -0.686713 -4.775449  -0.693
35 C -0.871055 -1.287724 3.000846  0.024
36 C -2.675060 -0.973115 -1.158900  0.378
37 C 1.558132 1.673005 -5.709112  0.428
38 H 2.257768 6.115950 -0.959501  0.234
39 H 1.131667 2.769539 4.355324  0.420
40 H 1.357672 -1.300526 -1.304260  0.205
41 H 2.937821 7.626344 -0.225234  0.249
42 H 1.226915 7.203092 0.165253  0.243
43 H 0.136335 -0.514225 4.800864  0.300
44 H -0.929712 1.320161 2.549973  -0.347
45 H -1.971468 -5.153299 -1.524637  0.391
46 H -4.373786 -0.708224 2.359762  0.381
47 H 2.028065 -2.562198 2.847275  0.048
48 H -1.330735 -4.695461 -3.784626  0.420
49 H -1.953416 -1.421203 -0.407297  -0.286
50 H 1.627852 4.518640 0.345208  -0.116
51 H -3.030635 -2.874167 -3.015510  0.279
52 H -0.601058 -2.283133 3.467718  0.549
53 H -0.613691 -1.362349 1.909023  -0.324
54 H 1.600688 -4.429214 -1.498145  0.333
55 H 0.340932 5.607768 2.147014  0.214
56 H 1.103992 -0.345937 3.220524  -0.048
57 H 3.884767 -0.041670 2.201342  0.324
58 H -3.119643 1.295792 1.495836  0.646
59 H 1.598287 -3.165181 -2.891293  0.320
60 H 3.766401 -2.978254 -0.680945  0.328
61 H 3.724913 -2.062229 3.188577  0.310
62 H -0.830403 -2.696522 -1.467039  -1.936
63 H -1.795322 0.227129 0.920804  -0.181
64 H 2.944244 3.977196 1.449467  0.208
65 H -1.111390 1.625603 4.314191  0.293
66 H -2.799484 -1.969029 3.846542  0.380
67 H -0.800195 3.579234 2.624882  0.373
68 H -0.224592 -5.690065 -1.092847  0.342
69 H -3.398405 -1.892099 1.423202  0.222
70 H 4.200507 0.090538 0.424688  0.437
71 H -4.597084 -0.194862 -0.327801  0.412
72 H -1.159085 -4.450506 -0.067643  0.213
73 H -2.634338 -0.161837 3.940711  0.310
74 H 0.277856 2.993180 1.311515  -0.144
75 H -3.487415 1.096025 -0.996903  0.383
76 H -0.113392 -3.360870 -4.138416  0.190
77 H -3.395898 -1.783802 -1.444409  0.026
78 H -2.615240 -2.793399 -4.767295  0.483
79 H 0.725372 -2.423166 -0.014222  -0.190
80 H 1.657720 1.746000 2.863197  -0.182
81 H 3.448192 -3.649662 2.329912  0.402
82 H 2.513114 0.368621 1.092341  0.035
83 H 1.482764 5.017782 3.464402  0.285

Cartesian forces (eV/Å) of the 2 atoms listed first:
I -0.252 0.733 1.172
S -1.330 -1.756 -0.144

SMILES string: COCCCCCCCCCCCCc1c(CC[C@@H](C)CCC=C(C)C)c(I)c(N=C=S)c2nsnc12
E_HOMO, eV: -6.71
Total energy, a.u.: -2503.9682

Here is C30H46N3O4Zr as an isolated structure from the Open Molecules 2025 dataset. Energies are from wB97M-V/def2-TZVPD.

Each line ends with the Mulliken charge.
Atoms and positions in Å:
1 Zr -0.081744 -0.232218 0.097547  1.641
2 O -1.287322 1.320994 0.939357  -1.177
3 O 0.165457 -0.025360 -4.097879  -0.290
4 O -0.442374 -1.829109 1.115122  -1.003
5 O -0.305688 -0.368667 -1.980786  -0.677
6 N 1.884253 0.692767 -1.077478  -0.597
7 N 1.641720 0.633544 -2.469743  -0.118
8 N 0.750013 0.353205 2.030676  -0.447
9 C 2.902791 -0.825318 2.293380  -0.436
10 C 2.992064 -3.076734 1.461674  -0.023
11 C -2.240280 1.874010 4.264138  -0.243
12 C 0.530378 -3.882225 -0.973745  -1.420
13 C 5.272964 -3.243302 3.430118  -1.514
14 C 5.922868 -2.387768 1.154819  -1.484
15 C -0.605712 -0.370305 6.984579  -2.078
16 C 2.036296 -5.450734 0.220499  -2.082
17 C 1.661246 -3.114696 1.108384  -0.909
18 C 5.113500 -2.084488 2.428262  1.571
19 C -3.022278 0.112325 6.515453  -1.442
20 C 0.485609 0.073694 -2.872486  0.852
21 C -1.284952 1.473462 2.193476  1.529
22 C -1.570641 0.649317 6.388915  1.586
23 C -2.423554 4.233777 1.513704  -1.542
24 C -4.047197 3.901766 3.376798  -1.998
25 C 5.649783 -0.802216 3.061860  -2.019
26 C -1.450387 1.986401 7.160041  -1.529
27 C -0.142582 -4.864692 1.259607  -1.652
28 C 3.642817 -1.971134 2.065425  -0.469
29 C -0.321029 0.302074 4.232416  -0.774
30 C -0.185982 0.664414 2.887412  0.740
31 C -4.182415 2.424691 1.371014  -1.516
32 C 1.538529 -0.823311 2.014909  0.246
33 C -1.325639 0.902065 4.938476  0.053
34 C -3.225631 3.187931 2.302882  1.807
35 C 1.023006 -4.321356 0.418304  1.574
36 C 1.024367 0.464794 -5.180221  -0.837
37 C -2.250267 2.209755 2.950629  -0.722
38 C 0.896267 -1.959676 1.423004  1.332
39 H -1.749643 4.792115 2.166019  0.381
40 H 0.478637 0.242629 -6.088704  0.259
41 H 4.957400 -4.198822 3.010997  0.345
42 H 2.874047 -5.154222 -0.413824  0.429
43 H 1.348249 -3.448849 -1.558727  0.256
44 H 5.829623 -1.579559 0.425170  0.323
45 H -3.413492 4.433234 4.090979  0.456
46 H 3.588733 -3.954566 1.265750  0.690
47 H -3.218378 -0.067738 7.572284  0.457
48 H -0.445043 2.400586 7.078071  0.389
49 H -2.168954 2.737587 6.833832  0.342
50 H -3.663609 1.963168 0.531206  0.294
51 H -4.910241 3.125235 0.962833  0.468
52 H 0.430232 -0.028342 6.939386  0.424
53 H 5.130481 -0.557255 3.990997  0.413
54 H 6.976852 -2.480687 1.414554  0.463
55 H 4.701518 -3.058497 4.341134  0.362
56 H -0.852952 -0.512289 8.035219  0.423
57 H 2.422794 -5.818576 1.172246  0.465
58 H -0.686554 -1.343485 6.496582  0.438
59 H -0.305406 -3.180545 -0.921850  0.239
60 H 2.732006 0.162485 -0.861828  0.298
61 H 6.701395 -0.940504 3.308533  0.438
62 H 5.618693 -3.321492 0.681108  0.323
63 H 5.588257 0.052473 2.383553  0.386
64 H -3.770820 0.822424 6.163032  0.373
65 H 2.069472 1.663165 -0.817114  0.340
66 H -1.649341 1.781316 8.211413  0.476
67 H -0.942257 -4.138948 1.395274  0.295
68 H -3.147306 -0.829033 5.979754  0.370
69 H -4.731893 1.654857 1.915284  0.366
70 H -3.114484 4.946213 1.064182  0.466
71 H -1.844821 3.788149 0.703129  0.263
72 H 1.968467 -0.078306 -5.167307  0.400
73 H -4.685967 4.642117 2.897777  0.443
74 H 0.401564 -0.352693 4.696924  0.817
75 H -2.991328 2.328231 4.894125  0.600
76 H 0.208406 -5.184709 2.241659  0.395
77 H 1.538037 -6.286772 -0.268371  0.433
78 H 2.342377 0.978481 -3.112581  0.262
79 H -4.701962 3.216848 3.919479  0.397
80 H 1.160563 1.540212 -5.075192  0.398
81 H 0.167516 -4.750763 -1.523617  0.531
82 H 3.343720 0.064049 2.723156  0.728
83 H 6.323826 -3.333276 3.704133  0.470
84 H -0.565728 -5.736202 0.760292  0.482

Cartesian forces (eV/Å) of the 2 atoms listed first:
Zr -0.074 -0.147 0.259
O -0.030 -0.109 -0.004

Charge: +3
E_HOMO, eV: -17.50
Energy relative to the best compared isomer or geometry (same formula, charge and spin), eV: 0.452
Total energy, a.u.: -1682.1627

Here is C30H46O2P2Y as an isolated structure from the Open Molecules 2025 dataset. Energies are from wB97M-V/def2-TZVPD.

Each line ends with the Mulliken charge.
Atoms and positions in Å:
1 Y -1.526086 -0.554970 -0.471456  -0.187
2 P -1.936660 0.922836 4.287879  0.170
3 P -1.059640 1.451981 -3.823259  0.799
4 O 0.550782 -1.820700 -0.092929  -0.412
5 O -1.412282 -2.890175 0.086247  -0.951
6 C -3.810879 -0.246958 -0.873443  -1.269
7 C 2.636371 1.604961 0.599810  0.886
8 C 1.951926 -6.600966 0.552839  -0.398
9 C 0.552441 -6.571276 0.635145  -0.565
10 C 0.276398 2.552315 -3.434235  -0.871
11 C -3.681116 0.528906 0.448772  -0.064
12 C -0.123502 -5.357985 0.526261  -0.297
13 C -1.237978 1.055575 -5.542778  -1.248
14 C -0.991758 -0.035896 -2.764286  -0.900
15 C -1.310929 1.632415 0.184176  1.532
16 C -0.123459 -2.902362 0.106103  1.042
17 C -2.289308 2.696052 4.572764  -0.953
18 C -3.678302 0.376945 4.377390  -1.016
19 C 1.996904 -4.199828 0.243010  0.001
20 C 2.678437 -5.414353 0.364728  -0.623
21 C 0.599028 -4.180207 0.320655  -0.023
22 C 2.571619 0.758406 1.739588  0.448
23 C 2.097428 2.979553 0.498626  -1.531
24 C 4.502938 -1.380370 -0.621945  -1.590
25 C 3.254458 -0.446027 1.431810  0.785
26 C 3.359424 0.920102 -0.412979  0.394
27 C 1.910875 1.046125 3.028645  -1.700
28 C -2.436167 0.047995 -2.343863  -0.189
29 C 3.408691 -1.608187 2.324554  -1.490
30 C -2.294188 0.791160 0.975773  0.323
31 C -2.882601 2.606781 -1.749474  -0.926
32 C 3.668110 1.410352 -1.771341  -1.766
33 C 3.744816 -0.344213 0.103014  0.897
34 C -2.602277 1.517722 -2.752645  -0.283
35 C -1.909101 2.851887 -0.590560  -1.535
36 H -0.013514 -7.495130 0.778898  0.391
37 H -1.211149 -5.298232 0.583144  0.407
38 H -3.897501 2.449828 -1.360901  0.488
39 H 0.983223 0.464428 3.151611  0.195
40 H -0.479121 1.195072 -0.460269  -0.226
41 H -3.909570 0.260399 5.449192  0.403
42 H 5.140495 -1.951001 0.066828  0.307
43 H 4.735312 1.280242 -1.999051  0.476
44 H 2.849426 3.733142 0.790185  0.444
45 H -2.439226 3.473619 0.140180  0.317
46 H 2.640888 -2.370088 2.121813  0.136
47 H -1.052634 -0.016591 -5.701105  0.378
48 H -0.549315 -0.976243 -3.129950  0.563
49 H 3.768530 -5.431189 0.305462  0.425
50 H 3.105177 0.856716 -2.538597  0.198
51 H -2.183968 0.883986 2.079380  -1.619
52 H -3.873101 -1.354043 -0.760423  0.419
53 H -2.419328 3.164448 3.585702  0.219
54 H -3.767070 -0.594779 3.875172  0.275
55 H 0.555859 3.074845 -4.364892  0.514
56 H 4.389105 -2.082446 2.184592  0.365
57 H 0.007897 3.309259 -2.683989  0.263
58 H 3.425463 2.473815 -1.872729  0.434
59 H 2.519995 -3.258858 0.074516  0.226
60 H -4.351234 1.103238 3.897355  0.321
61 H 1.655064 2.107783 3.116037  0.411
62 H 3.314193 -1.304191 3.373982  0.370
63 H 1.788284 3.213686 -0.530532  0.092
64 H -4.247521 -0.025786 1.219136  0.542
65 H 1.229623 3.119902 1.156329  0.273
66 H -3.178871 2.833733 5.205648  0.376
67 H 3.830021 -2.094565 -1.121844  0.223
68 H 2.477467 -7.554136 0.632616  0.377
69 H -1.061930 3.453064 -0.938719  0.605
70 H -1.408371 3.124932 5.073908  0.357
71 H -2.953382 3.552128 -2.311209  0.391
72 H -4.218167 1.484435 0.333519  0.331
73 H -3.065011 -0.623971 -2.959469  0.546
74 H -4.660886 0.128609 -1.450380  0.527
75 H -0.682946 2.080834 0.970205  0.487
76 H -3.368602 1.612666 -3.537554  0.545
77 H 1.150647 1.983703 -3.078094  -0.051
78 H -2.244003 1.322006 -5.896893  0.414
79 H 5.139061 -0.928298 -1.393477  0.415
80 H 2.569645 0.784148 3.868629  0.535
81 H -0.493361 1.637286 -6.106556  0.425

Cartesian forces (eV/Å) of the 2 atoms listed first:
Y 4.773 -6.953 3.013
P 0.128 0.010 0.483

Charge: +1
E_HOMO (spin up / spin down), eV: -8.95 / -8.87
Energy relative to the best compared isomer or geometry (same formula, charge and spin), eV: 3.128
Total energy, a.u.: -2041.7967